Record 1
A structure of composition C23H18BrCuIN3O2S, computed with ωB97M-V/def2-TZVPD.

Computed properties:
<S²> ... 0.754
Multiplicity ... 2
Energy ... -166329.201 eV
Net charge ... -1
Energy above the lowest of the compared OMol25 structures with the same formula, charge and spin ... 0.000 eV

CARTESIAN COORDINATES (ANGSTROEM)
Cu -0.9941 0.5861 -0.1703
C 1.1116 0.0004 -4.1838
C 1.9270 -0.2473 -2.9493
N 3.0532 -0.9085 -3.0604
C 3.7925 -1.1381 -1.9479
C 3.4333 -0.6929 -0.7048
C 4.3519 -0.9606 0.4541
O 4.9768 0.2266 0.9622
C 2.2131 0.0077 -0.5551
C 1.8486 0.5517 0.7441
N 0.6655 0.9182 1.0532
C 0.3722 1.5082 2.3115
C 1.0261 1.1276 3.4814
C 0.6684 1.6904 4.6964
C -0.3500 2.6340 4.7473
C -1.0074 3.0054 3.5806
C -0.6630 2.4474 2.3530
I -1.7063 3.0602 0.5732
C 1.4051 0.2322 -1.6897
O 0.2764 0.8435 -1.6894
H 1.7301 -0.1728 -5.0627
H 0.7132 1.0155 -4.1865
H 0.2508 -0.6748 -4.2193
H 4.7081 -1.7048 -2.0841
H 5.1086 -1.6832 0.1419
H 3.8160 -1.3921 1.2993
H 5.2715 0.7367 0.1998
H 2.6579 0.6966 1.4606
H 1.7918 0.3615 3.4427
H 1.1727 1.3801 5.6031
H -0.6410 3.0704 5.6956
H -1.8080 3.7344 3.6202
S -3.4378 -2.7049 1.4524
C -2.7974 -1.9282 2.8368
C -2.0014 -0.8699 2.5096
C -1.9186 -0.6248 1.0989
C -2.6686 -1.5475 0.4234
C -2.8300 -1.4756 -1.0300
C -3.4886 -2.4033 -1.8305
C -3.5734 -2.1701 -3.1913
C -3.0065 -1.0256 -3.7329
C -2.3511 -0.1557 -2.8788
N -2.2636 -0.3827 -1.5702
H -3.0360 -2.3045 3.8218
H -1.5113 -0.2646 3.2628
H -3.9228 -3.2883 -1.3832
H -4.0835 -2.8805 -3.8313
H -3.0691 -0.8060 -4.7896
H -1.8837 0.7570 -3.2290
Br -3.3293 3.8152 -1.8560

Forces on the atoms, in the same order (eV/Å):
0.3 -0.7 -0.2
0.0 0.0 0.0
0.1 -0.1 -0.1
0.0 0.0 0.1
-0.1 0.1 -0.1
0.0 0.0 0.0
0.0 0.1 0.0
0.0 -0.1 -0.1
0.0 0.1 0.4
0.2 0.0 -0.2
-0.3 0.1 0.0
0.0 0.0 -0.2
0.0 0.0 0.0
0.0 0.0 0.0
0.0 0.0 -0.1
0.0 0.0 -0.1
0.0 0.2 0.1
-0.1 0.4 0.5
-0.2 0.1 0.0
0.1 -0.1 -0.1
0.0 0.0 0.0
0.0 0.0 0.0
0.0 0.0 0.0
0.0 0.0 0.0
0.1 0.0 0.0
0.0 0.0 0.0
0.0 0.0 0.0
0.0 0.0 0.0
0.0 0.0 0.0
0.0 0.0 0.0
0.0 0.0 0.0
0.0 0.0 0.0
-0.2 0.0 0.0
0.1 -0.1 0.0
-0.1 0.1 -0.1
-0.1 0.0 0.2
0.0 0.0 -0.2
0.1 0.1 0.1
-0.1 0.0 0.0
0.0 0.0 0.0
0.0 0.0 0.0
0.0 0.1 0.2
0.1 0.0 0.0
0.0 0.0 -0.1
0.0 0.0 0.0
0.0 0.0 0.0
0.0 0.0 0.0
0.0 0.0 0.0
0.0 0.0 0.0
0.0 0.0 -0.1

Atomic partial charges in e from the Löwdin method, atoms 1 to 8: 0.32 -0.03 -0.25 0.10 -0.13 -0.18 -0.22 -0.07



Record 2
A structure of composition C23H18BrN4OPtSe in a non-equilibrium geometry, computed with ωB97M-V/def2-TZVPD.

Computed properties:
Energy ... -170780.759 eV
Net charge ... +1
Energy above the lowest of the compared OMol25 structures with the same formula, charge and spin ... 0.838 eV

CARTESIAN COORDINATES (ANGSTROEM)
Pt -0.4108 -0.2263 0.0174
O -6.5476 -2.0916 0.0426
C -5.2520 -1.7707 0.0671
C -4.2205 -2.7099 0.0462
C -2.9225 -2.2597 0.0859
N -2.5946 -0.9594 0.1442
C -3.6010 -0.0806 0.1605
Br -3.0945 1.7241 0.2650
C -4.9337 -0.4157 0.1247
H -6.6773 -3.0459 -0.0037
H -4.4280 -3.7710 0.0046
H -2.0892 -2.9520 0.0777
H -5.7148 0.3295 0.1427
N -0.5615 -0.0572 2.0274
C 0.5112 -0.1700 3.0009
C 0.1653 -0.5574 4.2864
C 1.1272 -0.6273 5.2765
C 2.4444 -0.3336 4.9533
C 2.7788 0.0149 3.6567
C 1.8174 0.1344 2.6472
C 2.2545 0.4366 1.2580
C 3.4640 1.1067 1.0620
C 4.1052 1.0975 -0.1650
C 3.5683 0.3494 -1.2008
C 2.3241 -0.2408 -1.0382
C 1.5900 -0.1176 0.1470
H -1.3531 -0.6115 2.3394
H -0.8694 0.9173 2.0132
H -0.8657 -0.8075 4.5142
H 0.8520 -0.9079 6.2836
H 3.2175 -0.3922 5.7074
H 3.8190 0.1696 3.4066
H 3.9243 1.6195 1.8972
H 5.0414 1.6248 -0.2909
H 4.0988 0.2499 -2.1395
H 1.9045 -0.8081 -1.8618
Se -1.3750 -1.3335 -2.9879
N -0.6882 0.0177 -2.0235
C 0.0315 0.7731 -2.8470
C 0.7361 1.9627 -2.4839
C 1.4076 2.6247 -3.4501
C 1.4288 2.1756 -4.8208
C 0.7671 1.0681 -5.2117
C 0.0387 0.3256 -4.2216
N -0.6413 -0.7742 -4.4756
H 0.7272 2.2961 -1.4558
H 1.9528 3.5234 -3.1929
H 1.9831 2.7536 -5.5480
H 0.7598 0.7267 -6.2369

Forces on the atoms, in the same order (eV/Å):
-0.6 -1.2 0.5
0.0 0.1 0.0
-0.1 0.0 0.0
0.0 -0.1 0.0
0.1 0.0 0.0
-0.1 0.6 -0.3
0.0 -0.1 0.0
-0.2 0.3 0.0
0.0 0.0 0.0
0.0 0.0 0.0
0.0 0.0 0.0
0.0 0.0 0.0
0.0 0.0 0.0
0.4 0.2 0.3
-0.1 -0.2 0.1
0.0 0.0 0.0
0.0 0.0 0.0
0.0 0.0 0.0
0.0 0.1 0.1
0.0 0.2 -0.1
-0.1 -0.3 0.2
0.1 -0.2 0.0
0.0 0.0 0.0
0.1 -0.2 0.1
0.0 0.0 0.0
-0.2 1.0 -1.0
0.0 0.0 0.1
-0.1 0.0 0.2
0.0 0.1 0.0
0.0 0.0 0.0
0.0 0.0 0.0
0.0 0.0 0.0
0.0 0.0 0.0
0.0 0.0 0.0
0.0 0.0 0.0
-0.1 0.1 0.0
-0.1 -0.2 0.1
1.1 -0.5 -0.2
-0.2 0.4 0.0
-0.1 -0.2 0.1
0.0 0.0 -0.2
0.0 0.1 0.1
-0.1 -0.1 0.1
0.0 0.1 0.0
-0.1 0.1 -0.1
0.0 0.0 0.0
0.0 0.0 0.0
0.0 0.0 0.0
0.0 0.0 0.0

Atomic partial charges in e from the Löwdin method, atoms 1 to 8: 0.97 0.12 -0.29 0.02 -0.14 -0.14 -0.73 0.84



Record 3
A cluster of 2 separate species, C23H18Cl4N2O3 in total in a non-equilibrium geometry, computed with ωB97M-V/def2-TZVPD.

Computed properties:
SMILES ... COC(=C1N(C)c2ccccc2N1C)c1ccccc1.O=C1C(=O)C(Cl)=C(Cl)C(Cl)=C1Cl
Energy ... -83352.844 eV

CARTESIAN COORDINATES (ANGSTROEM)
C -2.0512 2.1305 -0.0638
O -0.8826 2.2522 -0.9146
C 0.2232 1.5491 -0.6085
C 0.6625 0.6131 -1.5564
N 1.7735 -0.1726 -1.4922
C 2.8214 -0.0945 -0.5081
C 1.8314 -1.0013 -2.6079
C 2.7768 -1.9507 -2.9778
C 2.6001 -2.5619 -4.2289
C 1.5285 -2.2001 -5.0685
C 0.5938 -1.2257 -4.6789
C 0.7646 -0.6607 -3.4180
N 0.0591 0.3395 -2.7588
C -1.0569 1.0568 -3.3195
C 0.8145 1.7916 0.7012
C 0.9405 0.7226 1.6013
C 1.5692 0.9283 2.8254
C 2.0243 2.2072 3.1616
C 1.8070 3.2902 2.3028
C 1.1637 3.0981 1.0886
H -2.7820 2.7843 -0.5382
H -2.3996 1.0859 -0.0601
H -1.8197 2.4643 0.9559
H 3.7269 -0.4736 -0.9870
H 2.9766 0.9443 -0.1897
H 2.5915 -0.7184 0.3643
H 3.5967 -2.1812 -2.2971
H 3.3031 -3.3250 -4.5640
H 1.4313 -2.6916 -6.0373
H -0.2340 -0.9009 -5.3091
H -1.1940 0.6727 -4.3324
H -1.9702 0.8870 -2.7327
H -0.8453 2.1346 -3.3587
H 0.5563 -0.2507 1.2929
H 1.7135 0.0851 3.5018
H 2.5385 2.3582 4.1088
H 2.1430 4.2932 2.5683
H 0.9479 3.9155 0.3999
O -1.5922 -1.5574 5.7658
C -2.1565 -1.6547 4.6811
C -3.6812 -1.4103 4.5680
O -4.3335 -1.0957 5.5575
C -4.2656 -1.5678 3.2390
Cl -5.9375 -1.2997 3.1471
C -3.5098 -1.8848 2.1227
Cl -4.2566 -2.0519 0.5949
C -2.0918 -2.0547 2.2217
Cl -1.1772 -2.3766 0.8002
C -1.4569 -1.9801 3.4432
Cl 0.2147 -2.2614 3.5941

Forces on the atoms, in the same order (eV/Å):
1.1 -0.2 -0.5
-1.9 1.6 -0.3
1.2 -2.4 -1.2
-1.1 2.0 2.1
0.9 -0.7 0.1
0.2 -0.2 -0.1
0.8 -0.2 0.3
-0.4 0.2 0.0
-0.3 0.1 -0.2
0.3 -0.1 0.3
0.2 -0.1 0.4
-0.5 0.2 -0.8
-0.3 -0.2 -0.6
-0.2 0.1 -0.2
-0.2 -0.1 0.4
0.2 0.5 0.1
0.1 0.1 0.0
0.0 -0.2 0.0
-0.1 0.1 0.0
0.1 -0.6 0.0
-0.1 -0.1 0.2
0.0 0.2 0.1
-0.1 -0.1 -0.2
0.0 0.1 0.2
0.0 -0.4 -0.1
0.2 0.2 -0.1
-0.2 -0.1 -0.4
-0.2 0.2 0.1
0.0 0.2 0.3
0.3 -0.3 0.0
-0.1 0.2 0.1
0.2 0.1 -0.3
-0.2 -0.4 0.0
0.2 0.2 0.2
0.0 0.3 -0.1
-0.1 0.0 -0.2
-0.1 -0.3 0.1
0.2 -0.1 0.2
-1.0 -0.2 -1.8
0.3 0.3 2.0
-0.4 0.5 1.9
1.2 -0.6 -1.7
0.5 -0.3 -1.8
-0.3 0.0 -0.1
-2.1 0.7 1.4
0.0 0.0 0.1
2.0 -0.2 1.4
-0.3 0.0 0.3
0.0 -0.2 -1.7
0.2 -0.1 0.0

Atomic partial charges in e from the Löwdin method, atoms 1 to 8: -0.03 -0.16 -0.24 -0.14 -0.02 0.00 -0.16 -0.02



Record 4
The molecule C23H18ClFN4O3 in a non-equilibrium geometry, computed with ωB97M-V/def2-TZVPD.

Computed properties:
SMILES ... C=CC(=O)N1CCN2c3c(cnc4cc(-c5c(O)cccc5F)c(Cl)cc34)NC(=O)[C@H]2C1
Energy ... -51485.467 eV
Energy above the lowest of the compared OMol25 structures with the same formula, charge and spin ... 0.417 eV

CARTESIAN COORDINATES (ANGSTROEM)
C -1.8983 7.2513 -1.6588
C -1.8408 5.9195 -1.2790
C -2.0205 4.8030 -2.1850
O -2.4496 5.0200 -3.2898
N -1.9103 3.5140 -1.7001
C -0.9438 3.2008 -0.6702
C -0.3397 1.7691 -0.8861
N -1.3357 0.6876 -1.0712
C -1.3274 -0.2590 -0.0595
C -2.3335 -0.1873 0.8999
C -2.2429 -0.9592 2.0692
N -1.1902 -1.7719 2.3207
C -0.2309 -1.8501 1.3866
C 0.8412 -2.7096 1.6434
C 1.8854 -2.9296 0.7619
C 2.9677 -3.8254 1.1860
C 3.8815 -3.4636 2.2392
O 3.8315 -2.2489 2.8617
C 4.9468 -4.2897 2.6113
C 5.1085 -5.5043 1.9247
C 4.2312 -5.8539 0.9095
C 3.1596 -5.0403 0.5578
F 2.3754 -5.4287 -0.4479
C 1.9190 -2.2355 -0.4673
Cl 3.2411 -2.4567 -1.6339
C 0.8288 -1.3818 -0.7629
C -0.2370 -1.1442 0.1520
N -3.4719 0.6722 0.7215
C -3.6936 1.2533 -0.4995
O -4.7573 1.8785 -0.5629
C -2.6607 1.0880 -1.6656
C -2.5814 2.4139 -2.4472
H -2.0803 7.5203 -2.7122
H -1.8650 8.0647 -0.9518
H -1.6590 5.6480 -0.2739
H -1.4412 3.3338 0.3112
H -0.0443 3.8161 -0.6874
H 0.3347 1.7892 -1.7248
H 0.2952 1.5195 -0.0337
H -3.0842 -0.8730 2.7432
H 0.7784 -3.2774 2.5561
H 3.0578 -1.7430 2.5124
H 5.6751 -4.0328 3.3818
H 5.9454 -6.1131 2.2471
H 4.3934 -6.7907 0.3900
H 0.8210 -0.8780 -1.7316
H -4.1473 0.8172 1.4658
H -3.0614 0.3142 -2.2931
H -2.0811 2.1968 -3.4123
H -3.5895 2.7568 -2.7452

Forces on the atoms, in the same order (eV/Å):
-0.3 -2.9 -0.2
0.7 3.5 -0.1
-1.0 -0.6 -0.6
-0.4 -0.3 -1.5
0.1 -0.3 -0.5
0.1 -1.4 0.6
-0.8 0.4 0.3
-0.2 0.9 -1.6
-0.7 0.5 0.9
-0.6 -0.1 0.1
1.7 -1.2 -0.6
-2.5 1.4 0.4
0.1 0.2 -0.7
0.6 -0.5 -0.4
-0.1 0.4 0.7
0.9 0.0 0.8
0.2 -0.1 -0.5
-1.2 0.3 -0.6
-0.3 -0.7 -0.7
-0.4 1.2 0.5
0.3 -0.8 -0.1
1.5 -0.1 0.7
-0.4 0.1 -0.1
-1.8 1.2 -0.6
-1.0 0.2 0.9
1.4 -0.4 -0.4
0.2 -0.3 0.2
2.8 -1.2 -0.6
-2.7 1.2 0.9
1.4 -0.3 -1.2
0.4 1.0 2.7
0.5 0.2 -0.7
0.2 -0.3 0.6
0.2 -0.1 0.2
0.1 0.1 1.1
0.5 -0.4 -0.1
-0.3 0.5 -0.2
0.2 0.2 -0.6
-0.2 0.0 0.1
0.2 -0.3 0.6
0.2 -0.1 0.2
0.8 -0.5 0.4
-0.5 0.3 -0.2
-0.2 -0.3 -0.4
-0.2 0.1 -0.1
0.0 -0.1 0.3
0.1 0.0 -0.4
0.0 -0.4 -0.5
0.1 0.2 0.5
0.4 -0.2 0.5

Atomic partial charges in e from the Löwdin method, atoms 1 to 8: 0.09 -0.07 -0.50 0.08 -0.04 -0.13 -0.10 -0.04